Below is a structure of composition C41H42N4S3Se2Zr in a non-equilibrium geometry, with properties calculated with ωB97M-V with the def2-TZVPD basis set.

Geometry as ORCA input:
```
! RIJCOSX wB97M-V def2-TZVPD def2/J DEFGRID3
* xyz 2 1
Zr -0.419 0.182 -0.162
C 0.284 -0.707 4.025
Se -0.513 0.543 2.740
C 1.122 1.627 2.451
C 2.354 0.801 2.125
Se 1.973 -0.693 0.867
C 3.589 -0.571 -0.219
H 0.749 -0.157 4.838
H 1.003 -1.348 3.524
H -0.528 -1.312 4.423
H 1.296 2.215 3.351
H 0.856 2.300 1.641
H 2.783 0.360 3.021
H 3.106 1.426 1.646
H 4.428 -0.943 0.362
H 3.747 0.457 -0.528
H 3.423 -1.201 -1.087
N -1.147 -1.763 -0.046
S -2.383 -2.503 -0.339
N -3.803 -1.961 0.305
S -4.130 -0.506 0.706
N -2.968 0.511 0.472
S -2.460 1.965 -0.158
N -1.054 2.148 0.243
C -2.733 1.839 -1.923
C -2.106 2.816 -2.692
C -2.344 2.857 -4.049
C -3.236 1.958 -4.629
C -3.884 1.017 -3.849
C -3.630 0.947 -2.486
C -3.455 3.337 0.379
C -4.357 3.961 -0.472
C -5.011 5.097 -0.019
C -4.758 5.590 1.253
C -3.835 4.963 2.084
C -3.168 3.833 1.645
C -4.526 -0.515 2.430
C -4.981 -1.700 2.993
C -5.460 -1.674 4.291
C -5.490 -0.477 4.998
C -5.013 0.695 4.423
C -4.527 0.685 3.127
C -5.703 -0.094 -0.021
C -6.465 -1.126 -0.552
C -7.727 -0.840 -1.046
C -8.215 0.459 -0.999
C -7.448 1.476 -0.444
C -6.191 1.202 0.064
C -2.745 -2.714 -2.074
C -3.978 -3.200 -2.492
C -4.189 -3.392 -3.848
C -3.171 -3.120 -4.755
C -1.941 -2.646 -4.317
C -1.722 -2.435 -2.965
C -2.330 -4.136 0.355
C -2.057 -4.212 1.714
C -1.872 -5.455 2.290
C -1.952 -6.602 1.506
C -2.239 -6.510 0.152
C -2.427 -5.268 -0.437
H -1.425 3.512 -2.217
H -1.849 3.600 -4.658
H -3.428 2.004 -5.693
H -4.602 0.339 -4.288
H -4.138 0.215 -1.882
H -4.536 3.570 -1.466
H -5.708 5.605 -0.672
H -5.270 6.480 1.595
H -3.621 5.368 3.064
H -2.415 3.340 2.249
H -4.950 -2.617 2.419
H -5.819 -2.584 4.751
H -5.886 -0.456 6.004
H -5.024 1.620 4.983
H -4.139 1.587 2.667
H -6.067 -2.130 -0.559
H -8.332 -1.634 -1.462
H -9.202 0.679 -1.383
H -7.831 2.486 -0.396
H -5.605 1.979 0.533
H -4.737 -3.454 -1.765
H -5.141 -3.771 -4.196
H -3.333 -3.288 -5.812
H -1.148 -2.450 -5.025
H -0.766 -2.088 -2.587
H -1.988 -3.301 2.298
H -1.660 -5.532 3.347
H -1.782 -7.571 1.955
H -2.312 -7.404 -0.451
H -2.636 -5.185 -1.495
C 0.343 0.499 -2.072
H 1.062 1.307 -2.258
H -0.025 0.117 -3.028
*
```

Calculated values
Kohn-Sham gap, eV: 5.79
Strongest force on any atom, eV/Å: 3.484
ΔE to the lowest compared entry with this formula, charge and spin, eV: 1.0385

---

Below is a structure of composition C3H5O5S2 in a non-equilibrium geometry, with properties calculated with ωB97M-V with the def2-TZVPD basis set.

Geometry as ORCA input:
```
! RIJCOSX wB97M-V def2-TZVPD def2/J DEFGRID3
* xyz -1 1
C 1.731 -2.229 0.239
C 1.295 -1.337 -0.658
C -1.784 1.350 0.415
O 0.080 0.721 -1.198
O -2.154 0.271 -1.891
O -1.290 -1.095 -0.074
O 0.859 0.838 1.193
O 2.442 1.107 -0.580
S -1.257 0.166 -0.789
S 1.359 0.325 -0.071
H 2.003 -1.934 1.275
H 1.901 -3.269 -0.027
H -2.768 1.643 0.705
H -1.067 1.203 1.351
H -1.352 2.241 0.110
*
```

Calculated values
Kohn-Sham gap, eV: 7.83
Strongest force on any atom, eV/Å: 5.621
ΔE to the lowest compared entry with this formula, charge and spin, eV: 2.8750

---

Below is a cluster of 2 separate species, C4H11N2 in total in a non-equilibrium geometry, with properties calculated with ωB97M-V with the def2-TZVPD basis set.

Geometry as ORCA input:
```
! RIJCOSX wB97M-V def2-TZVPD def2/J DEFGRID3
* xyz 1 1
C -2.114 0.184 0.269
C 3.530 0.753 0.344
C 2.242 0.640 -0.070
C -0.032 -1.344 0.380
N -3.122 0.235 -0.597
N -0.959 -0.672 -0.241
H -2.413 -0.212 1.197
H 4.116 0.326 1.138
H -1.485 1.055 0.484
H 4.190 1.222 -0.376
H 1.983 1.059 -1.101
H 1.402 0.336 0.625
H 0.844 -1.764 -0.245
H -0.086 -1.477 1.493
H -3.915 -0.436 -0.601
H -3.213 0.859 -1.379
H -0.968 -0.763 -1.321
*
```

Calculated values
Kohn-Sham gap, eV: 8.65
Strongest force on any atom, eV/Å: 4.010
ΔE to the lowest compared entry with this formula, charge and spin, eV: 3.7048

---

Below is a structure of composition C30H34AlCl5N3Se, with properties calculated with ωB97M-V with the def2-TZVPD basis set.

Geometry as ORCA input:
```
! RIJCOSX wB97M-V def2-TZVPD def2/J DEFGRID3
* xyz 1 1
Al 0.148 0.198 0.002
C 1.230 2.456 1.898
N 1.479 1.687 0.668
C 2.829 1.095 0.757
C 1.436 2.627 -0.493
C 1.484 1.843 -1.781
C 2.022 2.367 -2.947
C 2.024 1.595 -4.099
C 1.500 0.309 -4.078
C 0.958 -0.201 -2.907
C 0.942 0.559 -1.737
H 1.926 3.297 1.950
H 1.374 1.820 2.767
H 0.209 2.835 1.897
H 3.570 1.889 0.867
H 3.047 0.517 -0.139
H 2.869 0.444 1.629
H 2.260 3.341 -0.401
H 0.502 3.192 -0.412
H 2.439 3.366 -2.961
H 2.441 1.992 -5.012
H 1.515 -0.294 -4.974
H 0.548 -1.205 -2.917
Cl -0.289 0.251 3.681
C -1.639 0.453 2.598
C -1.418 0.465 1.227
C -2.565 0.557 0.448
Cl -2.264 0.436 -1.277
C -3.858 0.683 0.930
Cl -5.193 0.809 -0.132
C -4.028 0.686 2.319
Cl -5.598 0.834 2.983
C -2.916 0.551 3.156
Cl -3.139 0.487 4.858
C -2.021 -4.935 -0.635
C -2.399 -5.122 0.827
C -3.201 -3.963 1.408
C -2.448 -2.642 1.509
N -1.252 -2.752 2.348
C 0.032 -2.621 1.971
Se 0.620 -2.192 0.234
N 0.830 -2.862 3.018
C 2.290 -2.881 3.023
C 2.884 -4.253 3.333
C 2.879 -5.254 2.181
C 1.499 -5.732 1.743
C 0.040 -3.122 4.129
C 0.371 -3.335 5.463
C -0.683 -3.482 6.342
C -2.017 -3.404 5.916
C -2.344 -3.177 4.595
C -1.282 -3.045 3.706
H -1.548 -5.830 -1.032
H -1.327 -4.109 -0.781
H -2.906 -4.737 -1.239
H -1.504 -5.292 1.434
H -3.001 -6.026 0.930
H -3.577 -4.237 2.394
H -4.080 -3.774 0.787
H -3.080 -1.869 1.956
H -2.117 -2.281 0.533
H 2.611 -2.138 3.756
H 2.607 -2.540 2.035
H 2.380 -4.692 4.196
H 3.915 -4.071 3.642
H 3.462 -6.120 2.500
H 3.412 -4.827 1.328
H 0.900 -6.045 2.599
H 1.584 -6.583 1.072
H 0.947 -4.964 1.203
H 1.393 -3.365 5.803
H -0.475 -3.648 7.389
H -2.809 -3.515 6.644
H -3.371 -3.084 4.280
*
```

Calculated values
Kohn-Sham gap, eV: 9.12
Strongest force on any atom, eV/Å: 0.886
ΔE to the lowest compared entry with this formula, charge and spin, eV: 0.0000

---

Below is the molecule C4H5FN2O2 in a non-equilibrium geometry, with properties calculated with ωB97M-V with the def2-TZVPD basis set.

Geometry as ORCA input:
```
! RIJCOSX wB97M-V def2-TZVPD def2/J DEFGRID3
* xyz 0 1
C -0.330 1.453 0.143
C -1.212 -0.817 -0.040
C -1.452 0.657 -0.016
C 1.266 -0.292 0.006
N 0.818 1.005 0.084
N 0.124 -1.161 0.088
O -2.019 -1.670 -0.131
O 2.238 -0.686 0.814
F 1.848 -0.397 -1.353
H -0.352 2.508 0.269
H -2.244 0.995 0.710
H -1.920 0.670 -0.961
H 0.323 -2.155 -0.188
H 2.913 -0.110 0.577
*
```

Calculated values
Kohn-Sham gap, eV: 11.04
Strongest force on any atom, eV/Å: 4.796
ΔE to the lowest compared entry with this formula, charge and spin, eV: 0.3893
Structure (SMILES): O=C1CC=N[C@](O)(F)N1

---

Below is a structure of composition C27H49BN6OsPS3 in a non-equilibrium geometry, with properties calculated with ωB97M-V with the def2-TZVPD basis set.

Geometry as ORCA input:
```
! RIJCOSX wB97M-V def2-TZVPD def2/J DEFGRID3
* xyz 3 1
Os -0.107 0.142 0.560
C -5.348 1.298 -2.919
C -4.085 1.651 -2.141
C -4.390 1.599 -0.645
C -3.574 3.015 -2.590
N -3.009 0.611 -2.477
C -3.200 -0.435 -3.357
C -2.042 -1.125 -3.428
N -1.125 -0.511 -2.598
B 0.346 -1.022 -2.606
N 1.390 0.133 -2.440
C 1.717 0.867 -3.559
C 2.699 1.729 -3.219
N 2.990 1.530 -1.888
C 2.167 0.569 -1.437
S 2.030 0.069 0.263
C 4.061 2.389 -1.199
C 3.423 3.749 -0.944
C 4.541 1.765 0.103
C 5.245 2.489 -2.162
N 0.609 -2.224 -1.640
C 1.578 -3.131 -2.002
C 1.570 -4.133 -1.097
N 0.593 -3.854 -0.170
C 0.036 -2.679 -0.511
S -1.193 -1.817 0.429
C 0.373 -4.832 1.005
C 1.583 -4.688 1.919
C 0.285 -6.231 0.397
C -0.911 -4.544 1.767
C -1.747 0.534 -2.029
S -1.075 1.619 -0.791
H -6.100 2.046 -2.675
H -5.198 1.335 -3.998
H -5.752 0.324 -2.637
H -5.323 2.134 -0.472
H -4.531 0.570 -0.308
H -3.623 2.077 -0.040
H -4.327 3.767 -2.354
H -2.653 3.306 -2.082
H -3.403 3.035 -3.666
H -4.127 -0.593 -3.874
H -1.784 -1.987 -4.018
H 0.533 -1.451 -3.704
H 1.241 0.696 -4.509
H 3.223 2.450 -3.818
H 2.556 3.659 -0.285
H 4.152 4.401 -0.463
H 3.107 4.229 -1.871
H 3.802 1.821 0.900
H 4.869 0.732 -0.024
H 5.406 2.341 0.429
H 5.031 3.096 -3.040
H 6.067 2.974 -1.639
H 5.584 1.503 -2.483
H 2.174 -3.004 -2.889
H 2.161 -5.030 -1.056
H 2.515 -4.919 1.402
H 1.650 -3.678 2.330
H 1.482 -5.387 2.749
H 1.234 -6.582 -0.005
H -0.001 -6.926 1.185
H -0.473 -6.281 -0.386
H -0.874 -3.613 2.328
H -1.793 -4.556 1.125
H -1.027 -5.350 2.491
C -1.862 -0.836 3.930
C -0.518 -0.108 3.931
P -0.349 1.163 2.652
C 1.061 2.205 3.100
C 2.312 1.446 3.541
C -1.847 2.174 2.652
C -2.142 2.830 4.009
H -1.837 -1.650 4.652
H -2.098 -1.271 2.958
H -2.679 -0.174 4.214
H 0.319 -0.802 3.814
H -0.358 0.401 4.887
H 0.683 2.822 3.921
H 1.264 2.882 2.265
H 2.150 0.925 4.484
H 3.126 2.152 3.697
H 2.649 0.716 2.804
H -2.668 1.519 2.347
H -1.734 2.923 1.864
H -2.126 2.114 4.831
H -3.138 3.269 3.982
H -1.438 3.631 4.230
*
```

Calculated values
Kohn-Sham gap, eV: 6.78
Strongest force on any atom, eV/Å: 1.218
ΔE to the lowest compared entry with this formula, charge and spin, eV: 0.0000